1:
Below is CH3ClN2O2 in the gas phase, with properties calculated with the ωB97M-V functional and the def2-TZVPD basis.

CARTESIAN COORDINATES (ANGSTROEM)
C: 0.953 0.419 0.036
N: -1.135 -0.728 0.272
N: -0.516 0.327 -0.364
O: -2.279 -1.062 0.069
O: -1.033 1.147 -1.079
Cl: 1.857 -0.894 -0.727
H: 1.284 1.467 -0.256
H: 1.294 0.344 1.093
H: -0.425 -1.020 0.957

- charge = 0
- Kohn-Sham gap (alpha / beta) (eV) = 8.982 / 9.024

Atom charges from the natural (NBO) analysis, given in e for atoms 1 to 4:
1. C -0.33
2. N 0.07
3. N 0.21
4. O -0.38



2:
Below is a molecular structure, CH3ClN2O2, with properties calculated with the ωB97M-V functional and the def2-TZVPD basis.

CARTESIAN COORDINATES (ANGSTROEM)
C: 0.010 0.543 1.013
N: 0.116 -0.721 0.306
N: 0.274 -0.261 -1.504
O: 0.704 0.846 -1.685
O: 0.084 -1.207 -2.229
Cl: -1.179 -1.804 0.545
H: -0.922 0.975 0.628
H: 0.093 0.430 2.200
H: 0.821 1.198 0.727

- charge = 0
- Kohn-Sham gap (alpha / beta) (eV) = 9.057 / 9.057

Atom charges from the natural (NBO) analysis, given in e for atoms 1 to 4:
1. C -0.47
2. N -0.37
3. N 0.62
4. O -0.32



Quick one: least stable of them? 2



1:
Below is CH3ClN2O2 in the gas phase, with properties calculated with the ωB97M-V functional and the def2-TZVPD basis.

CARTESIAN COORDINATES (ANGSTROEM)
C: -0.151 -0.167 -0.010
N: -1.545 -0.234 -0.432
Cl: -2.192 -1.765 -0.066
N: -2.593 0.929 0.033
O: -2.023 1.951 -0.069
O: -3.687 0.575 0.215
H: 0.109 -0.514 1.119
H: 0.478 -0.844 -0.536
H: 0.214 0.839 -0.347

- charge = 0
- Kohn-Sham gap (eV) = 10.220

Atom charges from the natural (NBO) analysis, given in e for atoms 1 to 4:
1. C -0.46
2. N -0.39
3. Cl 0.13
4. N 0.67



2:
Below is CH3ClN2O2 in the gas phase, with properties calculated with the ωB97M-V functional and the def2-TZVPD basis.

CARTESIAN COORDINATES (ANGSTROEM)
C: -0.642 1.318 0.121
N: 0.470 0.451 -0.172
N: 0.414 -0.720 0.150
O: -0.378 -1.431 0.652
O: 1.637 -1.322 -0.298
Cl: 1.391 -2.806 -1.068
H: -0.636 2.044 -0.556
H: -1.570 0.906 -0.009
H: -0.686 1.560 1.181

- charge = 0
- Kohn-Sham gap (eV) = 10.182

Atom charges from the natural (NBO) analysis, given in e for atoms 1 to 4:
1. C -0.46
2. N -0.21
3. N 0.56
4. O -0.40



Quick one: least stable of them? 2



1:
Below is 2 unconnected molecules or ions with the total composition C4H11NO3, with properties calculated with the ωB97M-V functional and the def2-TZVPD basis.

CARTESIAN COORDINATES (ANGSTROEM)
C: 2.138 1.619 -0.684
N: 1.568 0.580 0.137
C: 0.235 0.573 0.382
O: -0.524 1.472 0.053
C: -0.281 -0.718 0.992
C: -0.639 -1.691 -0.172
O: 0.362 -2.670 -0.331
H: 3.093 1.980 -0.294
H: 2.283 1.323 -1.726
H: 1.491 2.493 -0.691
H: 2.057 -0.287 0.285
H: -1.170 -0.493 1.576
H: 0.485 -1.148 1.633
H: -0.687 -1.075 -1.073
H: -1.652 -2.091 -0.103
H: 0.109 -3.511 0.089
O: -3.190 1.092 -0.319
H: -2.232 1.258 -0.345
H: -3.447 1.293 0.590

- charge = 0
- Kohn-Sham gap (eV) = 10.672

Atom charges from the natural (NBO) analysis, given in e for atoms 1 to 4:
1. C -0.43
2. N -0.61
3. C 0.70
4. O -0.67



2:
Below is 2 unconnected molecules or ions with the total composition C4H11NO3, with properties calculated with the ωB97M-V functional and the def2-TZVPD basis.

CARTESIAN COORDINATES (ANGSTROEM)
C: -1.548 -0.377 0.982
O: -0.380 -0.821 0.323
C: -0.046 -0.059 -1.046
C: -1.201 -0.238 -2.010
O: 1.067 -0.727 -1.509
O: 0.190 1.225 -0.754
H: -1.655 0.707 0.880
H: -2.429 -0.875 0.564
H: -1.475 -0.658 2.032
H: -1.431 -1.297 -2.104
H: -2.068 0.314 -1.659
H: -0.901 0.160 -2.978
H: 1.665 -0.941 -0.782
H: 0.939 1.250 0.051
C: 1.869 0.888 1.474
N: 1.271 -0.151 1.967
H: 2.822 0.818 0.934
H: 1.665 1.833 1.965
H: 1.645 -1.054 1.668

- charge = 0
- Kohn-Sham gap (eV) = 9.786

Atom charges from the natural (NBO) analysis, given in e for atoms 1 to 4:
1. C -0.26
2. O -0.61
3. C 0.78
4. C -0.66



Quick one: least stable of them? 2